1.
ORCA calculation (the ωB97M-V functional and the def2-TZVPD basis) on a molecular structure, C28H24F6IIrOPSe2Si.

As for the total energy: -7591.64138 a.u. The highest occupied orbital energy (alpha / beta) comes out at -8.17 / -8.12 eV. The spin multiplicity is 2. For the energy above the lowest of the compared OMol25 structures with the same formula, charge and spin, the calculation gives 0.000 eV. For the HOMO-LUMO gap (alpha / beta), the calculation gives 0.239 / 0.223 Ha. The value obtained for the LUMO energy (alpha / beta) is -1.7 / -2.0 eV.

XYZ file:
```
65
Properties=species:S:1:pos:R:3:forces:R:3:lowdin_spin:R:1
Ir -1.007182 -0.191546 0.342685 0.201 0.132 0.295 0.610
Se 1.236590 -0.853144 0.246121 -0.076 0.330 -0.059 0.128
P 1.090564 -2.579006 -1.197024 0.308 -0.076 -0.096 0.011
Se -0.604256 -3.791143 -1.098309 -0.026 -0.002 0.055 -0.002
C 2.661001 -3.357393 -0.707208 -0.086 -0.093 -0.028 0.002
C 3.878074 -2.823762 -1.124914 0.001 0.030 0.004 0.000
C 5.065333 -3.397670 -0.697169 0.003 0.006 0.013 0.000
C 5.039742 -4.499273 0.146878 -0.003 -0.003 -0.006 0.000
C 3.827062 -5.029621 0.565233 0.011 0.006 0.002 0.000
C 2.637054 -4.460483 0.139883 -0.021 -0.011 -0.025 0.001
C 1.441717 -1.889049 -2.843106 -0.045 -0.019 -0.016 0.004
C 1.475183 -0.528821 -3.120866 0.084 0.008 0.062 0.001
C 1.706740 -0.087973 -4.416570 0.015 -0.017 -0.012 0.000
C 1.919641 -1.004742 -5.433569 0.004 0.010 0.004 0.000
C 1.901497 -2.366514 -5.157291 0.003 -0.009 0.000 0.000
C 1.657778 -2.809373 -3.868860 -0.064 -0.007 0.000 0.001
H 3.898633 -1.966234 -1.786466 0.001 -0.005 -0.020 0.000
H 6.010720 -2.986808 -1.026023 0.002 0.004 -0.003 0.000
H 5.968189 -4.948235 0.475079 0.002 0.000 0.005 0.000
H 3.808193 -5.890549 1.220333 -0.003 -0.003 0.000 0.000
H 1.682100 -4.870388 0.445606 0.004 -0.003 0.005 0.000
H 1.329702 0.191031 -2.325626 -0.038 -0.007 -0.034 0.000
H 1.715530 0.973897 -4.625939 0.001 0.006 0.001 0.000
H 2.100879 -0.661367 -6.443672 -0.002 0.004 -0.008 0.000
H 2.069003 -3.084164 -5.949359 0.003 -0.006 -0.004 0.000
H 1.620848 -3.871328 -3.656942 -0.011 -0.006 -0.003 0.000
C -2.442322 -2.906547 3.290184 -0.091 -0.010 0.008 0.003
C -2.320998 -1.445785 2.856402 0.048 -0.386 -0.105 0.008
O -1.428294 -1.409330 1.794417 0.227 0.321 0.077 0.115
C -1.767423 -0.626842 4.034852 -0.066 -0.082 0.104 0.001
F -0.593496 -1.139530 4.430305 -0.003 0.002 -0.009 0.001
F -1.556352 0.647444 3.722419 -0.013 0.169 -0.057 0.001
F -2.598179 -0.658694 5.091148 0.025 0.000 -0.001 0.000
C -3.693351 -0.949936 2.373994 -0.016 0.149 -0.033 0.002
F -4.118035 -1.702352 1.353593 -0.017 -0.073 -0.006 0.000
F -3.618596 0.314495 1.907745 0.027 0.084 -0.028 0.000
F -4.633067 -0.978397 3.321313 0.002 0.019 0.051 0.001
H -1.456562 -3.260015 3.579106 0.005 -0.012 0.005 0.000
H -2.786950 -3.492130 2.441284 0.006 0.006 -0.001 0.000
H -3.134311 -3.022445 4.123041 0.001 0.015 0.006 0.001
I -1.895728 0.137715 -1.976027 -0.144 0.051 -0.240 0.100
C -0.932770 4.546465 -3.505218 -0.008 0.005 0.004 0.000
C 0.289986 3.954124 -3.230568 0.002 0.002 -0.009 0.001
C 0.468798 3.258678 -2.042708 0.017 -0.021 -0.011 0.000
C -0.569140 3.131060 -1.118959 0.138 0.080 0.077 0.006
C -1.787298 3.748688 -1.404239 0.027 0.027 -0.037 0.000
C -1.969003 4.449546 -2.585280 0.000 0.006 -0.006 0.001
Si -0.242076 2.142254 0.435417 -0.402 -0.473 0.030 0.009
C -1.038515 2.890366 1.944083 0.024 0.066 -0.071 -0.002
C -0.229362 3.253821 3.022259 0.011 0.008 -0.004 -0.001
C -0.773678 3.833133 4.159188 0.005 0.014 -0.010 0.000
C -2.138946 4.061994 4.231482 -0.011 0.015 0.009 -0.001
C -2.958402 3.713110 3.166231 -0.015 0.000 0.030 0.000
C -2.411425 3.131075 2.035387 0.019 -0.025 0.027 -0.001
H -1.076154 5.092243 -4.428806 -0.006 -0.001 -0.006 0.000
H 1.105886 4.041586 -3.937056 0.009 -0.003 0.002 0.000
H 1.435201 2.809780 -1.834237 -0.007 -0.010 0.006 0.000
H -2.611441 3.678227 -0.707043 -0.012 0.008 0.001 0.000
H -2.921560 4.920204 -2.791733 -0.007 0.002 -0.001 0.000
H 1.228038 2.190773 0.613797 -0.008 -0.172 0.082 -0.002
H 0.839597 3.080162 2.976238 0.009 -0.014 0.002 0.000
H -0.133517 4.103710 4.988880 0.008 0.001 -0.002 0.000
H -2.566128 4.512025 5.118391 -0.006 -0.003 0.003 0.000
H -4.025186 3.887275 3.222710 -0.005 0.000 -0.002 0.000
H -3.069599 2.845682 1.225129 -0.042 -0.034 -0.020 0.000
```
Forces are in eV/Å.


2.
ORCA calculation (the ωB97M-V functional and the def2-TZVPD basis) on a molecular structure, C28H24N3ScSe.

As for the total energy: -4407.89528 a.u. The highest occupied orbital energy comes out at -6.24 eV. The spin multiplicity is 1. For the energy above the lowest of the compared OMol25 structures with the same formula, charge and spin, the calculation gives 0.287 eV. For the HOMO-LUMO gap, the calculation gives 0.210 Ha. The value obtained for the LUMO energy is -0.5 eV.

XYZ file:
```
57
Properties=species:S:1:pos:R:3:forces:R:3:lowdin_charge:R:1
Sc 0.113210 -0.260606 0.515380 -0.054 0.277 0.350 0.531
C -1.743231 3.312853 0.220994 0.043 -0.072 -0.065 -0.052
C -1.963944 2.335318 -0.907390 0.047 0.024 0.072 -0.289
C -2.700914 1.162384 -0.693614 0.113 0.133 -0.449 -0.088
C -2.914299 0.268412 -1.743086 0.060 0.092 0.009 -0.086
C -2.416235 0.532907 -3.016074 -0.025 0.006 0.064 -0.099
C -1.706246 1.704869 -3.236847 -0.019 0.060 0.048 -0.116
C -1.472203 2.585847 -2.185813 -0.033 0.017 -0.101 -0.071
H -0.843478 3.916208 0.060729 -0.093 -0.088 -0.028 0.077
H -1.646013 2.776424 1.168734 -0.015 0.042 -0.030 0.023
H -2.590044 3.998921 0.295599 -0.003 -0.007 0.028 0.085
H -3.120084 0.983041 0.282046 0.016 -0.131 0.187 0.070
H -3.490389 -0.631395 -1.572779 -0.007 -0.026 0.019 0.098
H -2.588534 -0.166090 -3.828133 -0.010 0.062 0.074 0.104
H -1.319898 1.928087 -4.226162 -0.021 0.001 0.058 0.105
H -0.896383 3.490497 -2.361032 -0.038 -0.044 0.001 0.115
C 2.887000 1.880056 3.549553 0.001 0.000 0.123 -0.033
C 3.605604 2.801627 2.811801 0.124 0.117 -0.005 -0.047
C 3.427960 2.855018 1.439009 0.247 0.274 0.103 -0.010
C 2.539400 1.978598 0.847577 -0.174 -0.086 -0.413 -0.214
N 1.810809 1.122761 1.564893 -0.136 -0.338 0.041 0.032
C 1.979329 1.070807 2.890504 -0.049 0.077 -0.207 -0.136
C 2.350639 1.901162 -0.637454 0.179 0.136 0.421 -0.203
C 3.172891 2.561509 -1.537702 0.186 0.124 -0.109 0.004
C 2.996281 2.357597 -2.897492 0.163 0.157 0.020 -0.038
C 2.009570 1.489388 -3.325622 -0.040 -0.066 -0.154 -0.037
C 1.224950 0.884676 -2.364344 -0.043 -0.112 0.081 -0.115
N 1.379973 1.097119 -1.057188 -0.643 -0.369 -0.103 0.061
H 2.997131 1.799279 4.624029 -0.001 0.016 -0.093 0.113
H 4.301097 3.478886 3.294932 -0.051 -0.047 -0.028 0.113
H 3.972833 3.579446 0.848690 -0.015 -0.052 0.043 0.106
H 1.324503 0.386478 3.413446 -0.003 -0.040 -0.017 0.041
H 3.962490 3.209636 -1.184054 -0.029 -0.031 -0.044 0.107
H 3.637566 2.863432 -3.613966 -0.077 -0.070 0.117 0.116
H 1.846368 1.277107 -4.377078 0.025 0.039 0.154 0.116
H 0.437780 0.196490 -2.648319 0.023 0.004 0.018 0.116
C -2.772578 -3.798737 0.311695 -0.078 -0.183 0.015 -0.049
C -1.936059 -4.860263 -0.000467 -0.021 -0.128 -0.030 -0.050
C -0.612183 -4.612132 -0.307308 -0.064 -0.199 -0.011 -0.010
C -0.139144 -3.304844 -0.315509 0.199 0.028 -0.079 -0.218
N -0.965658 -2.287651 -0.029140 0.308 0.389 0.076 0.015
C -2.235324 -2.533263 0.302123 0.009 0.118 -0.144 -0.163
C 1.295154 -2.962624 -0.539728 -0.295 -0.289 -0.142 -0.215
C 2.138834 -3.860617 -1.201333 0.005 -0.074 -0.037 -0.053
C 3.488112 -3.574605 -1.331319 -0.012 0.077 0.029 -0.095
C 3.981502 -2.389408 -0.791195 -0.060 -0.097 -0.012 -0.094
C 3.112591 -1.503473 -0.165377 0.265 0.023 -0.128 -0.137
C 1.745412 -1.739053 -0.031729 -0.055 -0.075 0.245 -0.160
H -3.806627 -3.945287 0.589719 0.016 -0.019 -0.008 0.108
H -2.308060 -5.880118 0.018631 0.037 0.099 0.000 0.111
H 0.066455 -5.429386 -0.499767 0.000 -0.018 -0.005 0.106
H -2.815302 -1.670597 0.589435 -0.044 0.103 0.069 0.066
H 1.748606 -4.779262 -1.633081 0.044 0.099 0.068 0.101
H 4.146862 -4.267045 -1.845267 -0.049 0.066 0.043 0.098
H 5.038463 -2.158071 -0.864101 -0.012 -0.011 -0.008 0.096
H 3.532876 -0.582893 0.226198 0.076 0.076 0.044 0.077
Se -1.247711 0.107986 2.473881 0.085 -0.064 -0.171 -0.032
```
Forces are in eV/Å.


3.
ORCA calculation (the ωB97M-V functional and the def2-TZVPD basis) on a molecular structure, C28H25BrF6FeN7O3.

The net charge is -1. As for the total energy: -6128.05729 a.u. The highest occupied orbital energy (alpha / beta) comes out at -3.85 / -3.85 eV. The spin multiplicity is 1. For the energy above the lowest of the compared OMol25 structures with the same formula, charge and spin, the calculation gives 0.000 eV. For the HOMO-LUMO gap (alpha / beta), the calculation gives 0.215 / 0.215 Ha. The value obtained for the LUMO energy (alpha / beta) is 2.0 / 2.0 eV.

XYZ file:
```
71
Properties=species:S:1:pos:R:3:forces:R:3:lowdin_charge:R:1
Fe 0.147748 -0.892156 -0.464249 -0.048 0.023 -0.030 0.495
N 1.075481 -4.303155 1.536312 0.014 -0.008 0.004 0.119
C 1.334065 -3.572398 2.676830 -0.004 -0.004 0.008 -0.076
C 0.971998 -2.291600 2.385609 -0.048 0.039 0.011 -0.081
N 0.512723 -2.220598 1.100896 0.078 -0.024 -0.039 0.092
C 0.585548 -3.439344 0.617790 -0.025 0.011 -0.055 -0.244
C 0.106548 -3.659396 -0.729931 0.023 0.012 0.066 -0.246
N -0.363574 -2.617337 -1.370968 -0.074 -0.012 0.028 0.083
C -0.789533 -3.062103 -2.589810 -0.010 -0.012 0.011 -0.091
C -0.572624 -4.404646 -2.680749 0.048 0.003 -0.007 -0.072
N 0.002217 -4.779220 -1.482003 -0.058 -0.010 0.005 0.120
H 1.272092 -5.277601 1.404148 -0.002 -0.002 0.000 0.151
H 1.739805 -4.023309 3.563919 -0.002 0.001 0.003 0.104
H 1.000808 -1.425663 3.024316 0.003 0.001 -0.010 0.108
H -1.205187 -2.383022 -3.313854 0.000 0.004 -0.001 0.120
H -0.759373 -5.112934 -3.467173 0.003 0.000 -0.002 0.105
H 0.325729 -5.698808 -1.246977 0.011 0.006 -0.006 0.151
Br -2.033931 1.728611 5.212761 -0.002 -0.012 0.009 0.690
C -1.811391 2.976260 3.795475 0.010 0.009 -0.018 -0.688
C -2.305379 2.669854 2.536382 0.005 0.000 0.010 -0.095
C -2.115398 3.567666 1.501200 0.012 0.059 0.011 -0.010
C -1.404537 4.751520 1.714633 -0.037 -0.019 0.016 -0.299
C -0.968688 5.060234 2.996347 -0.015 -0.024 0.026 -0.055
C -1.156887 4.168631 4.042017 -0.002 0.008 0.033 -0.140
N -1.181773 5.744975 0.708130 -0.080 0.029 0.039 0.040
N -0.834529 5.455176 -0.458133 0.088 -0.078 -0.053 0.050
C -0.463325 4.154877 -0.853000 -0.042 0.076 -0.049 -0.272
C -0.939960 3.769016 -2.097361 -0.003 -0.007 0.006 -0.044
C -0.907997 2.458730 -2.552410 0.003 -0.033 -0.004 -0.011
C -0.377297 1.437687 -1.744138 0.017 0.056 0.051 -0.335
O -0.310291 0.211303 -2.063569 0.028 -0.024 -0.012 -0.078
C 0.214293 1.857887 -0.477926 -0.033 0.001 -0.077 -0.119
N 0.771032 0.857779 0.242686 -0.029 0.004 0.000 0.073
C 1.491481 1.149094 1.296880 0.009 -0.025 0.012 -0.087
C 1.695271 2.473225 1.712669 -0.010 0.028 0.018 -0.032
C 1.069300 3.490089 1.045006 0.026 -0.008 -0.009 -0.013
C 0.261634 3.198947 -0.075599 0.041 -0.040 0.021 -0.117
H -2.790186 1.722169 2.346552 0.019 0.028 0.004 0.078
H -2.475533 3.312595 0.513494 0.009 -0.005 -0.006 0.128
H -0.456925 6.000659 3.159669 0.000 0.003 -0.004 0.109
H -0.793926 4.397296 5.034949 0.000 -0.001 -0.001 0.093
H -1.416510 4.537895 -2.696127 0.002 0.001 0.002 0.106
H -1.315092 2.194575 -3.519542 0.002 -0.001 -0.001 0.102
H 1.944248 0.315789 1.819269 -0.002 0.000 -0.009 0.105
H 2.329296 2.673925 2.566102 0.003 0.004 -0.004 0.103
H 1.201064 4.516367 1.361056 0.011 -0.009 -0.008 0.114
C 2.205391 -1.350139 -3.307588 -0.028 -0.001 0.000 0.018
C 2.888040 -1.356079 -1.930022 0.010 -0.015 0.038 -0.478
O 2.075736 -1.441060 -0.865165 -0.035 -0.014 -0.016 -0.163
C 3.825522 -2.593269 -1.882604 0.005 0.011 -0.011 -0.539
F 4.567244 -2.664086 -0.766171 0.004 -0.002 0.002 0.142
F 4.687032 -2.685479 -2.923220 0.002 -0.015 0.003 0.122
F 3.086576 -3.730835 -1.917459 0.002 -0.005 -0.004 0.113
C 3.746922 -0.065279 -1.826214 0.008 0.028 -0.012 -0.543
F 2.968230 1.018143 -1.977461 -0.010 0.004 0.011 0.153
F 4.365562 0.059703 -0.641284 -0.014 -0.007 0.006 0.141
F 4.718188 0.028257 -2.772849 -0.005 -0.011 -0.001 0.118
H 1.717007 -2.312175 -3.462084 0.008 0.009 0.005 0.076
H 2.914536 -1.177518 -4.118134 -0.002 0.005 -0.007 0.088
H 1.440679 -0.576232 -3.300515 -0.006 0.005 0.005 0.076
C -3.386038 -0.965150 1.765532 -0.013 0.001 0.010 -0.080
C -2.606860 -1.288331 0.486169 -0.007 0.161 -0.097 -0.616
C -3.567883 -1.325071 -0.711243 0.032 0.011 -0.038 -0.069
O -1.601163 -0.374098 0.294482 0.043 -0.055 0.098 -0.267
H -4.159301 -1.711416 1.978348 0.001 0.003 0.002 0.065
H -3.873652 0.010747 1.666039 0.003 -0.048 -0.030 0.059
H -2.697202 -0.916175 2.612123 -0.008 0.000 0.001 0.063
H -2.221001 -2.321035 0.615379 0.081 -0.104 0.008 0.106
H -4.012895 -0.333941 -0.841450 0.005 -0.011 0.006 0.074
H -4.371266 -2.060328 -0.584328 0.007 -0.008 0.003 0.063
H -3.011941 -1.558694 -1.621855 -0.021 0.009 0.029 0.048
```
Forces are in eV/Å.